(1)
Entry from the OMol25 dataset: a molecular structure, C10H10BrCoF at a distorted geometry (ωB97M-V/def2-TZVPD).

The geometry in XYZ format:
```
23
Properties=species:S:1:pos:R:3:forces:R:3
C -1.5800 -0.7368 0.3750 -0.732 -0.428 2.021
C -1.1320 -1.2520 1.6396 -0.502 1.394 -1.464
C -0.6745 -0.1161 2.4416 -0.763 -0.851 -0.159
H -1.1815 -2.2836 1.9719 0.328 0.294 -0.214
C -1.0468 1.0704 1.7500 -0.912 -0.143 -1.605
C -1.5476 0.7223 0.4583 -0.236 0.064 2.257
H -2.0237 1.4091 -0.2391 0.373 -0.215 0.185
H -2.0891 -1.3066 -0.3993 0.234 0.127 0.199
H -0.3936 -0.2490 3.4693 -0.039 0.312 0.096
H -0.9433 2.0668 2.1458 0.216 0.033 -0.111
Co 0.4403 -0.1104 -0.2204 -1.943 -0.928 7.810
Br 1.5728 -1.8104 1.1087 1.163 -1.833 0.270
C 1.9771 0.6405 -1.2327 1.040 -0.060 -1.587
C 0.7697 1.3752 -1.4280 0.558 1.137 -1.956
C -0.2168 0.4784 -1.9451 0.306 0.476 -2.490
H 0.6577 2.4585 -1.3614 0.012 -0.461 0.334
C 0.3617 -0.8283 -2.0075 0.745 -0.019 -2.500
C 1.7352 -0.7287 -1.5974 0.687 0.902 -2.230
H 2.4582 -1.5323 -1.5991 -0.239 0.151 0.330
H 2.9136 1.0683 -0.8856 -0.293 -0.291 0.127
H -1.1900 0.7686 -2.3361 0.150 -0.234 0.446
H -0.1319 -1.7056 -2.4047 0.085 0.008 0.251
F 1.2644 0.6016 2.2962 -0.239 0.562 -0.011
```
Positions in Å, forces in eV/Å.

For the energy, the calculation gives -120915.91223 eV. The LUMO energy (spin up / spin down) is 3.6 / 2.7 eV. The calculation puts the energy above the lowest of the compared OMol25 structures with the same formula, charge and spin at 1.043 eV. Its spin multiplicity is 5. The charge is -1. The calculation puts the HOMO-LUMO gap (spin up / spin down) at 6.424 / 6.301 eV.

Results of the natural (NBO) charge analysis, in e, for atoms 1 through 6: atom 1 (C): -0.426, atom 2 (C): -0.191, atom 3 (C): -0.065, atom 4 (H): 0.225, atom 5 (C): -0.216, atom 6 (C): -0.366



(2)
Entry from the OMol25 dataset: a single C10H10BrF2N molecule at a distorted geometry (ωB97M-V/def2-TZVPD).

The geometry in XYZ format:
```
24
Properties=species:S:1:pos:R:3:forces:R:3
F 0.5326 -0.3495 -2.3489 -0.243 -0.124 -0.318
C -0.2724 -0.1649 -1.2586 1.472 -0.012 1.471
F -1.4616 0.3292 -1.7033 0.165 -0.163 0.120
C 0.4317 0.8405 -0.3334 0.997 1.304 0.475
C 1.8517 1.0432 -0.3760 -0.934 -0.145 -0.321
C 2.5017 1.9496 0.4800 -0.341 -0.492 -0.538
C 1.7656 2.7130 1.3723 -0.673 -0.135 0.122
Br 2.7003 4.0147 2.4572 -0.565 -0.609 -0.399
C 0.3748 2.5352 1.4609 0.444 -0.571 -0.774
C -0.2840 1.6107 0.6042 1.533 0.136 0.331
C -0.4507 -1.5087 -0.5297 -0.400 1.641 -1.015
C -1.5206 -1.5279 0.5541 0.438 -0.478 1.506
N -2.1121 -2.7375 -0.0440 -0.601 -0.953 0.389
C -1.3083 -2.5277 -1.2539 0.559 -0.589 -0.634
H 2.4329 0.5302 -1.1592 -0.285 0.178 0.635
H 3.5795 2.0615 0.4337 -0.138 0.016 -0.105
H -0.1898 3.1019 2.1817 -0.137 0.091 0.040
H -1.3363 1.4775 0.7190 -0.575 0.043 -0.051
H 0.4895 -1.8959 -0.1492 0.211 0.178 -0.230
H -1.0644 -1.7255 1.5492 -0.667 0.487 -0.362
H -2.2575 -0.7230 0.5803 0.321 0.116 0.014
H -1.7639 -3.5581 0.4606 -0.300 0.312 -0.309
H -1.8654 -2.0874 -2.0801 -0.209 -0.079 0.068
H -0.7734 -3.4011 -1.6168 -0.071 -0.152 -0.117
```
Positions in Å, forces in eV/Å.

For the energy, the calculation gives -87498.90502 eV. The LUMO energy is 0.6 eV. The charge is 0. Its SMILES is FC(F)(c1ccc(Br)cc1)C1CNC1. The calculation puts the HOMO-LUMO gap at 9.762 eV.

Results of the natural (NBO) charge analysis, in e, for atoms 1 through 6: atom 1 (F): -0.345, atom 2 (C): 0.695, atom 3 (F): -0.335, atom 4 (C): -0.106, atom 5 (C): -0.173, atom 6 (C): -0.254



(3)
Entry from the OMol25 dataset: a molecular structure, C10H10BrNO3Pd at a distorted geometry (ωB97M-V/def2-TZVPD).

The geometry in XYZ format:
```
26
Properties=species:S:1:pos:R:3:forces:R:3
C -1.7758 -0.7706 -1.7315 -1.037 0.792 1.089
C -1.0455 -1.1730 -0.4961 -2.831 1.247 1.159
C -1.0824 0.0080 0.3468 0.341 -0.699 -0.072
H -0.9337 -2.1699 -0.0546 -0.718 0.709 -0.227
C -1.6273 1.0853 -0.3268 -0.348 -0.192 -0.439
C -2.0240 0.6487 -1.6773 0.629 -1.200 1.552
H -2.6715 1.1361 -2.3695 -0.596 0.473 -0.042
H -2.3579 -1.4072 -2.3836 0.324 -0.364 -0.032
H -0.7429 -0.0588 1.3810 0.099 0.437 -0.290
H -1.8823 2.0667 0.0895 0.420 -0.413 -0.152
Pd -0.4430 0.1842 -3.0697 0.517 -0.790 -0.455
Br 0.6774 -1.9034 -1.7691 2.396 -0.631 -1.126
C 2.3669 0.7404 -4.0863 -0.034 -0.638 -0.547
C 1.3396 1.5450 -4.6430 -0.465 -0.625 -0.194
C 0.3013 0.6705 -5.1473 1.390 -0.352 0.035
H 1.3499 2.6276 -4.7565 -0.042 -0.249 0.176
C 0.7408 -0.6963 -4.8975 0.553 1.154 0.009
C 2.0137 -0.6281 -4.2366 -0.073 0.958 -1.014
H 2.6201 -1.4856 -3.9616 -0.212 0.258 0.100
H 3.3076 1.0971 -3.6673 -0.367 -0.040 0.037
H -0.5397 0.9542 -5.7703 0.059 0.025 0.118
H 0.2491 -1.5973 -5.2481 0.025 0.138 0.160
O 0.8633 -0.5733 5.6904 0.031 -0.175 -0.941
N 0.6074 -0.2272 4.5084 -0.696 1.325 -0.839
O -0.0310 0.8842 4.3181 1.014 -1.841 0.251
O 0.9565 -0.9171 3.5001 -0.380 0.692 1.686
```
Positions in Å, forces in eV/Å.

For the energy, the calculation gives -91680.80510 eV. The LUMO energy (spin up / spin down) is 5.5 / 4.9 eV. Its spin multiplicity is 3. The charge is -2. The calculation puts the HOMO-LUMO gap (spin up / spin down) at 5.646 / 6.433 eV.

Results of the natural (NBO) charge analysis, in e, for atoms 1 through 6: atom 1 (C): -0.322, atom 2 (C): -0.239, atom 3 (C): -0.309, atom 4 (H): 0.231, atom 5 (C): -0.251, atom 6 (C): -0.423



(4)
Entry from the OMol25 dataset: a molecular structure, C10H10BrNO3Re at a distorted geometry (ωB97M-V/def2-TZVPD).

The geometry in XYZ format:
```
26
Properties=species:S:1:pos:R:3:forces:R:3
C -1.8173 -0.8338 -1.9995 -1.172 -0.013 0.945
C -1.4190 -1.3701 -0.7264 -1.944 0.392 -1.238
C -1.1792 -0.2646 0.1299 0.684 1.135 -0.007
H -1.4568 -2.4152 -0.4067 0.256 0.635 -0.403
C -1.2842 0.9537 -0.5857 -1.187 0.044 -0.387
C -1.6602 0.6178 -1.9518 -1.640 -0.122 1.017
H -1.9996 1.3591 -2.6751 0.196 -0.502 0.239
H -2.2245 -1.4014 -2.8372 0.509 0.160 0.272
H -0.9176 -0.2957 1.1720 0.333 -0.282 0.051
H -1.1886 1.9738 -0.1787 0.216 -0.846 -0.354
Re 0.3074 -0.1455 -1.6907 2.226 0.548 1.211
Br 1.2009 -2.5137 -1.0116 0.904 -0.444 0.202
C 2.1101 0.7124 -3.2040 -0.450 -1.229 -1.844
C 0.9692 1.4941 -3.5785 -0.330 -1.183 -0.877
C -0.0549 0.6004 -4.0439 2.057 -0.175 -0.966
H 0.9262 2.5747 -3.6295 -0.071 -0.145 0.354
C 0.4384 -0.7490 -3.9050 -0.019 0.804 -0.146
C 1.7980 -0.6766 -3.3919 0.581 1.546 -1.310
H 2.5210 -1.4980 -3.3697 -0.599 0.437 0.389
H 3.0938 1.0979 -2.9527 -0.479 -0.118 0.507
H -0.9867 0.8942 -4.4971 -0.042 -0.088 0.145
H -0.0127 -1.6306 -4.3479 0.028 0.102 0.399
O 0.1950 1.2887 3.4408 3.568 -3.262 1.147
N 0.8979 0.2382 3.5625 -6.132 -0.366 -3.624
O 0.5210 -0.8644 3.0565 2.581 3.616 2.447
O 1.4592 0.8948 -0.8364 -0.076 -0.645 1.832
```
Positions in Å, forces in eV/Å.

For the energy, the calculation gives -90329.52696 eV. The LUMO energy (spin up / spin down) is -0.9 / -3.2 eV. The calculation puts the energy above the lowest of the compared OMol25 structures with the same formula, charge and spin at 0.000 eV. Its spin multiplicity is 4. The charge is 0. The calculation puts the HOMO-LUMO gap (spin up / spin down) at 5.403 / 4.713 eV.

Results of the natural (NBO) charge analysis, in e, for atoms 1 through 6: atom 1 (C): -0.312, atom 2 (C): -0.174, atom 3 (C): -0.231, atom 4 (H): 0.285, atom 5 (C): -0.240, atom 6 (C): -0.316